1.
Formula: C30H46Cl2N3O6SbSi3V
Source: OMol25
Level of theory: ωB97M-V/def2-TZVPD

**HOMO energy (alpha / beta)**: -7.6030 / -7.6116 eV
**Calculated total energy**: -4759.7758 hartree
**Orbital gap (alpha / beta)**: 0.240 / 0.248 Ha
**⟨S²⟩**: 0.76
**Max |F|**: 1.1 eV Å⁻¹
**ΔE to the lowest compared entry with this formula, charge and spin**: 134.9 kJ/mol

The geometry in ORCA input format:
```
! RIJCOSX wB97M-V def2-TZVPD def2/J DEFGRID3
* xyz 0 2
Sb 0.09620 -2.67084 -1.02796
V 0.13914 1.12137 0.58706
Cl 1.11971 1.22448 7.77398
Cl 3.28696 3.41400 3.35982
Si 0.30705 -4.68722 -2.60333
Si -2.36546 -3.00078 -0.37178
Si 0.24173 -0.85257 -2.82029
O -0.80955 0.62557 -0.78594
O 1.58920 0.08357 -0.00667
O -0.47334 -0.32763 1.87751
O 3.46736 1.13915 -0.57904
O 1.43871 1.69205 1.95533
O -1.01881 2.37227 1.57083
N 2.89717 -1.09555 2.14300
N 0.22457 2.90757 -0.47737
N 0.24478 3.93946 0.47757
C 0.42303 0.50748 5.26529
C 0.34957 5.54103 2.80919
C -0.31638 3.17401 -1.60264
C -0.39860 4.36878 2.74515
C -1.07777 3.91884 3.87378
C 2.07867 -0.60912 -3.13328
C -0.82278 0.68279 -2.20839
C 0.42053 6.24873 3.99676
C -0.79892 4.55678 -1.90859
C -0.45743 2.13109 -2.68356
C 0.48531 0.60749 3.85889
C 0.12552 -6.22031 -1.52556
C -0.41633 3.54073 1.51589
C 1.35207 1.53854 3.22991
C -3.27312 -1.45106 0.20889
C 2.88710 0.28990 0.06159
C 1.20420 1.31065 6.04313
C 3.65093 -0.65600 0.97519
C -2.26532 0.37932 -2.61900
C 2.18224 2.31362 4.08860
C -0.24917 5.79229 5.12557
C -0.49499 -1.32773 -4.49572
C -3.43468 -3.83040 -1.68270
C 0.78150 2.24568 -3.58222
C -2.22322 -4.19880 1.07704
C 2.06750 -4.61099 -3.27549
C 2.09915 2.21332 5.45111
C -0.83848 -4.90410 -4.08170
C -0.33733 -0.28567 3.10650
C -1.00165 4.62826 5.06260
H 2.14099 -3.90137 -4.10290
H 3.87606 -1.52832 0.35346
H -1.31015 2.47346 -3.27743
H 0.69228 -6.12925 -0.59786
H 0.48664 -7.10192 -2.06103
H 3.43024 -1.79042 2.65132
H -3.77307 -1.67045 1.15545
H -0.99509 4.67771 -2.97157
H 2.57203 -1.57885 -3.01971
H 2.37860 -5.58954 -3.64979
H -0.91197 -1.01447 3.69215
H -1.52443 4.26997 5.93997
H -1.47806 -3.86222 1.79985
H -2.62714 -0.58908 0.35861
H -0.91976 -6.39698 -1.26308
H -2.55510 -0.62494 -2.30775
H -3.05671 -4.82533 -1.92164
H 2.55251 0.08253 -2.44132
H -1.91901 -5.18822 0.72844
H 0.83823 3.24173 -4.02499
H -0.25066 -0.20763 5.71986
H 2.72562 2.83772 6.07300
H 1.01045 7.15458 4.04810
H 0.88831 5.87046 1.93156
H -1.88619 -4.98300 -3.79481
H -1.49418 -1.75556 -4.41786
H -2.37535 0.44891 -3.70141
H 4.60363 -0.16635 1.19924
H -0.54159 -0.46288 -5.16410
H -0.56025 -5.83115 -4.59170
H -3.47590 -3.25398 -2.60907
H -4.45587 -3.94181 -1.30821
H 0.15217 -2.06701 -4.97169
H -1.65208 3.00477 3.80794
H 2.76839 -0.31595 2.77811
H -1.72331 4.73782 -1.35371
H 0.73327 1.52484 -4.39798
H 2.77844 -4.30197 -2.50746
H 1.69226 2.07240 -3.01100
H -0.18186 6.34504 6.05387
H -0.74647 -4.09043 -4.79915
H -4.04374 -1.17466 -0.51369
H -2.94688 1.09522 -2.15161
H -3.18156 -4.30279 1.59210
H 2.25833 -0.26798 -4.15458
H -0.07865 5.29730 -1.56486
*
```

***

2.
Formula: C30H46DyO3P2
Source: OMol25
Level of theory: ωB97M-V/def2-TZVPD

**HOMO energy (alpha / beta)**: -10.4512 / -10.4489 eV
**Calculated total energy**: -2964.0618 hartree
**Orbital gap (alpha / beta)**: 0.281 / 0.286 Ha
**⟨S²⟩**: 9.34
**Max |F|**: 2.6 eV Å⁻¹

The geometry in ORCA input format:
```
! RIJCOSX wB97M-V def2-TZVPD def2/J DEFGRID3
* xyz 1 6
Dy -0.03801 -0.34915 1.39900
P 1.61596 -0.05580 -0.76348
P -1.50149 -0.69243 -0.85207
O -1.28322 1.32176 2.29963
O 0.93757 1.49931 2.33618
O 2.07621 3.61085 3.14032
C 2.65439 -1.29887 -1.58504
C -1.86178 -1.15888 4.54167
C 1.18768 -0.71110 -4.52561
C -2.96310 0.23562 -1.35067
C 0.84673 4.05014 3.46303
C 2.81058 -2.10755 2.67648
C 0.72871 -3.82582 0.98572
C -0.33323 3.26665 3.29029
C -0.03540 0.15909 -1.66834
C 0.78042 1.76884 -4.78008
C -0.78275 -1.64849 3.64138
C 0.38894 -1.20101 -5.69139
C -0.92625 -2.53736 2.52912
C -0.23687 1.99843 2.63018
C 0.72581 5.34041 3.98894
C 1.32922 -2.04566 2.77896
C 0.38326 -2.80787 2.01151
C 2.55180 1.48711 -1.03692
C -1.09919 -1.50508 -5.36217
C 1.17144 -0.50895 4.88058
C 1.45878 0.56960 -4.20622
C -1.50479 -2.32431 -1.65820
C -1.57713 3.72316 3.74332
C -1.74659 -0.55934 -4.39709
C 0.60061 -1.33833 3.78844
C -0.66563 1.56220 -5.30866
C -1.56165 0.77634 -4.40845
C -2.20574 -3.16051 2.09543
C -1.67583 5.00688 4.27848
C -0.52636 5.81306 4.37079
H 2.34731 0.78584 -3.60501
H 0.75819 2.56642 -4.01962
H 0.98012 -4.79239 1.45507
H 2.95552 -1.01119 -2.60233
H -3.05080 -2.48739 2.29785
H 1.21443 -1.07207 5.83094
H -1.10437 2.57018 -5.37583
H 2.19154 -0.18307 4.64103
H 1.93707 2.68586 2.78550
H -2.52298 -2.74476 -1.60731
H 1.62312 5.95620 4.06762
H 1.40116 2.15816 -5.60315
H -2.82785 -1.60755 4.29083
H -2.87067 0.63648 -2.36513
H -3.84102 -0.42281 -1.28321
H -2.24932 1.41271 -3.84234
H -0.25722 1.22366 -1.84006
H -0.10359 -4.00690 0.29672
H -1.64027 -1.40011 5.59576
H -2.59401 -0.98475 -3.83812
H -2.43410 3.05400 3.64384
H 2.14691 -2.26963 -1.60234
H 0.56024 0.38714 5.06110
H -1.66924 -1.52751 -6.30823
H 2.49450 1.83068 -2.07965
H -0.60417 6.83845 4.74161
H -2.20958 -3.37592 1.02058
H 2.15893 2.27086 -0.37115
H 0.83533 -2.16553 -5.99369
H 3.26823 -1.14630 2.95334
H 0.01603 -0.31049 -2.64880
H 3.60087 1.28746 -0.76297
H -1.96978 -0.06609 4.46332
H 1.68101 -1.51739 -3.97877
H -0.82984 -3.01297 -1.12141
H 3.13874 -2.34572 1.65544
H 1.59323 -3.50999 0.38670
H 0.46612 -0.54178 -6.57249
H -3.08682 1.06754 -0.63851
H 3.22381 -2.87817 3.35024
H -2.64924 5.38931 4.59369
H -1.17935 -2.23686 -2.70764
H -1.15341 -2.52433 -4.95455
H 3.56888 -1.40157 -0.97244
H -2.39592 -4.10800 2.62535
H -0.64080 1.17733 -6.33687
*
```